Record 1
{"formula": "C3H6NO2", "method": "ωB97M-V/def2-TZVPD", "homo_energy_ev": -3.9, "total_energy_ev": -8792.00692, "de_lowest_kj_mol": 309.7, "lumo_ev": 4.241, "total_charge": -1, "homo_lumo_gap_ev": 8.18, "species": ["C", "C", "N", "H", "H", "H", "H", "H", "O", "C", "O", "H"], "xyz": [[1.4541, -1.6238, 1.3295], [0.3304, -0.9002, 1.3478], [-0.6158, -0.4542, 0.4536], [1.4135, -2.4483, 0.6776], [2.3321, -1.0392, 1.6352], [0.1312, -0.4630, 2.3992], [-0.5929, -0.2841, -0.5897], [-0.8344, 0.5028, 0.6554], [-0.7630, 2.9168, -1.7287], [-0.8764, 1.6658, -2.0845], [-0.0278, 0.7648, -1.7124], [-1.9510, 1.3626, -2.3830]], "atomic_forces_ev_per_a": [[-0.03, -0.28, -0.31], [-1.23, 3.00, 1.59], [-0.87, -0.65, 0.14], [1.17, -0.55, -1.57], [-0.23, -1.25, 0.88], [0.46, 0.56, -1.73], [1.41, -1.39, 0.40], [-0.54, 0.25, 1.11], [-0.54, -3.03, -1.94], [0.77, 2.18, 3.99], [-1.71, 1.11, -2.11], [1.33, 0.04, -0.44]], "nbo_charge": [-0.694, 0.121, -0.861, 0.182, 0.221, 0.133, 0.450, 0.382, -0.771, 0.598, -0.798, 0.036]}

Record 2
{"formula": "C6H18F2InNO12P2S2", "method": "ωB97M-V/def2-TZVPD", "homo_energy_ev": [-19.8, -19.6], "total_energy_ev": -83393.66560, "multiplicity": 2, "lumo_ev": [-14.788, -14.709], "total_charge": 3, "homo_lumo_gap_ev": [4.97, 4.93], "species": ["In", "N", "S", "O", "O", "F", "S", "O", "O", "F", "C", "O", "P", "O", "O", "C", "O", "C", "H", "H", "H", "H", "H", "H", "H", "H", "H", "C", "O", "P", "O", "O", "C", "O", "C", "H", "H", "H", "H", "H", "H", "H", "H", "H"], "xyz": [[0.5342, 0.8514, -1.7382], [2.1112, -0.7812, 0.0979], [2.9715, -2.0525, 0.1241], [2.5414, -3.2511, 0.8479], [4.4385, -1.8014, -0.1182], [2.5611, -2.5069, -1.4021], [2.4798, -0.6217, 1.8052], [3.9083, -0.5146, 2.1534], [1.6411, -1.1703, 2.8157], [2.1306, 0.9456, 1.8689], [0.8290, 4.5969, 3.8587], [0.9748, 3.6020, 2.8282], [0.6920, 3.9269, 1.2876], [0.8046, 2.7061, 0.4143], [1.7917, 5.0954, 0.8805], [3.1824, 4.6865, 0.4873], [-0.7676, 4.6465, 1.3597], [-2.0294, 3.9004, 1.2602], [0.9636, 5.5834, 3.4150], [1.6058, 4.3382, 4.5782], [-0.0808, 4.7226, 4.4457], [3.9829, 5.0287, 1.1432], [3.3725, 5.0212, -0.5325], [3.2898, 3.6018, 0.4927], [-1.8696, 2.8523, 1.0071], [-2.5700, 4.3092, 0.4066], [-2.5886, 4.0458, 2.1845], [-2.1393, -5.0809, -3.0830], [-1.3922, -3.9306, -2.9059], [-1.9134, -2.7894, -1.7826], [-1.1032, -1.5642, -1.9655], [-3.5394, -2.6158, -2.0987], [-4.0076, -2.1846, -3.3822], [-1.8146, -3.5643, -0.3776], [-0.6305, -4.2860, -0.0081], [-1.5705, -6.0017, -2.9535], [-2.6332, -4.8804, -4.0338], [-2.9257, -5.3147, -2.3653], [-3.1999, -1.8550, -4.0358], [-4.7477, -1.4013, -3.2182], [-4.4703, -2.8789, -4.0837], [0.2061, -4.2119, -0.7028], [-0.8430, -5.3449, 0.1398], [-0.1770, -3.8567, 0.8852]], "atomic_forces_ev_per_a": [[-0.06, 0.09, -0.06], [0.86, 0.30, 3.35], [0.90, -7.34, -6.59], [1.53, 3.14, -0.46], [-1.85, -0.12, 0.90], [0.37, 0.60, 1.46], [2.19, 6.12, 6.41], [-2.78, -1.40, -2.07], [-0.56, -0.64, -2.05], [-0.46, -0.90, -0.73], [1.56, 0.81, -0.02], [-0.58, 0.44, 0.71], [-0.48, 0.35, -3.27], [-0.45, 1.87, 1.47], [-0.89, -1.87, 1.20], [0.00, -1.02, -0.32], [2.46, -0.83, -0.01], [-0.06, -0.15, -0.59], [0.15, 0.08, -0.04], [0.04, 0.02, 0.07], [-0.83, -1.02, -0.30], [-0.69, 0.82, 0.36], [-0.36, 0.38, 0.13], [-0.49, -0.07, -0.04], [0.28, 0.00, 0.42], [0.02, 0.40, 0.20], [0.18, 0.02, -0.10], [-1.07, -1.22, 1.16], [-0.19, 0.81, 1.05], [-1.50, 0.72, 0.95], [-0.58, -1.20, 0.13], [2.91, -1.38, 0.72], [0.35, 1.19, -1.27], [-0.99, 1.24, -2.61], [1.82, -0.46, 0.53], [0.97, 0.05, -1.35], [0.07, -0.70, -0.99], [-0.39, 1.14, 0.40], [0.35, 0.62, 0.44], [0.15, -0.01, 0.16], [-0.42, -1.21, 0.95], [-0.36, 0.11, -0.68], [-0.38, 0.21, 0.08], [-0.74, 0.00, 0.33]], "nbo_charge": [0.982, -0.901, 2.273, -0.697, -0.414, -0.486, 2.261, -0.763, -0.773, -0.493, -0.292, -0.510, 2.545, -1.083, -0.645, -0.266, -0.710, -0.253, 0.245, 0.274, 0.305, 0.256, 0.253, 0.205, 0.198, 0.244, 0.242, -0.315, -0.415, 2.528, -1.050, -0.671, -0.288, -0.727, -0.285, 0.295, 0.304, 0.239, 0.203, 0.258, 0.251, 0.201, 0.241, 0.238]}

Record 3
{"formula": "C3H5NO4", "method": "ωB97M-V/def2-TZVPD", "homo_energy_ev": -9.8, "total_energy_ev": -12869.45023, "de_lowest_kj_mol": 330.5, "lumo_ev": 0.778, "total_charge": 0, "homo_lumo_gap_ev": 10.61, "species": ["C", "C", "C", "H", "H", "H", "H", "H", "N", "O", "O", "O", "O"], "xyz": [[0.7201, 1.5468, -0.0266], [0.0050, -0.6635, -0.4196], [-2.2539, -0.6829, 0.0354], [1.7673, 1.3273, -0.0176], [0.2476, 1.5508, 0.9699], [0.4236, 2.4507, -0.5246], [-3.2310, -1.1861, -0.2175], [2.7470, -1.6622, 0.3525], [0.8403, -1.4143, 0.1926], [0.0307, 0.5962, -0.8286], [-1.2683, -1.1829, -0.6951], [-2.1666, 0.2355, 0.8302], [2.1382, -0.9153, 0.3489]], "atomic_forces_ev_per_a": [[-1.07, 0.12, 0.46], [0.26, 0.36, 0.80], [-1.68, 1.70, 1.26], [0.51, 0.27, 0.14], [0.48, -0.09, -0.21], [0.52, 0.71, 0.00], [0.97, 0.32, 0.16], [-0.60, -0.35, 0.08], [-0.74, -0.59, -0.79], [0.24, -0.96, -0.56], [1.41, -0.99, 0.02], [0.04, -1.63, -1.03], [-0.33, 1.13, -0.34]], "nbo_charge": [-0.256, 0.739, 0.654, 0.205, 0.200, 0.198, 0.134, 0.488, -0.224, -0.497, -0.488, -0.575, -0.579]}

Record 4
{"formula": "C20H16BrN3O7Ti", "method": "ωB97M-V/def2-TZVPD", "homo_energy_ev": [-7.1, -8.7], "total_energy_ev": -132957.29651, "de_lowest_kj_mol": 0.0, "multiplicity": 3, "lumo_ev": [-0.505, -0.601], "total_charge": 0, "homo_lumo_gap_ev": [6.56, 8.10], "species": ["Ti", "C", "C", "C", "C", "C", "C", "C", "H", "H", "H", "H", "H", "H", "H", "H", "O", "C", "O", "C", "C", "C", "C", "C", "C", "O", "N", "O", "O", "N", "O", "O", "H", "H", "C", "C", "C", "C", "C", "Br", "N", "C", "H", "H", "H", "H", "H", "H"], "xyz": [[-0.7113, 0.0042, 0.1774], [-1.9253, 1.6316, 3.0085], [-1.8726, 1.6745, 1.5062], [-0.8198, 2.3183, 0.8330], [-0.7835, 2.3717, -0.5691], [-1.7381, 1.6993, -1.3295], [-2.7975, 1.0340, -0.6744], [-2.8570, 1.0434, 0.7195], [-2.8115, 1.1008, 3.3516], [-1.9417, 2.6404, 3.4226], [-1.0486, 1.1216, 3.4119], [-0.0267, 2.7826, 1.4034], [0.0431, 2.8649, -1.0607], [-1.6795, 1.7050, -2.4084], [-3.5593, 0.5252, -1.2473], [-3.6398, 0.4863, 1.2189], [2.3479, -0.0596, 2.8072], [1.4036, -0.5173, 2.1924], [1.1111, -0.1988, 0.9651], [0.5250, -1.5524, 2.8787], [1.0585, -2.1435, 4.0059], [0.3734, -3.1301, 4.6966], [-0.8805, -3.5379, 4.2909], [-1.4447, -2.9264, 3.1950], [-0.7670, -1.9385, 2.4207], [-1.3312, -1.4755, 1.3543], [-2.7857, -3.3339, 2.8317], [-3.0827, -4.5066, 2.9945], [-3.5619, -2.4949, 2.4109], [0.9737, -3.7429, 5.8693], [0.3382, -4.6082, 6.4480], [2.0880, -3.3816, 6.1979], [2.0343, -1.8224, 4.3408], [-1.4176, -4.3048, 4.8273], [-2.7636, -4.1372, -2.8141], [-1.6771, -3.1028, -2.7545], [-0.7722, -2.9079, -3.7967], [0.2119, -1.9402, -3.6983], [0.2645, -1.1905, -2.5372], [1.5882, 0.1360, -2.3316], [-0.5844, -1.3434, -1.5291], [-1.5377, -2.2866, -1.6465], [-2.5367, -4.9007, -3.5563], [-3.7180, -3.6814, -3.0833], [-2.8914, -4.6228, -1.8471], [-0.8328, -3.5223, -4.6871], [0.9287, -1.7724, -4.4879], [-2.1826, -2.4008, -0.7819]], "atomic_forces_ev_per_a": [[0.10, 0.57, 0.39], [0.02, 0.00, -0.03], [0.04, -0.02, 0.13], [0.02, 0.08, 0.15], [-0.04, -0.11, -0.03], [0.03, -0.04, 0.09], [-0.03, 0.00, 0.01], [-0.01, -0.07, -0.01], [0.00, -0.01, -0.01], [-0.01, 0.00, 0.01], [0.01, 0.02, 0.01], [0.01, 0.00, 0.02], [0.03, -0.01, 0.00], [0.01, -0.02, -0.02], [-0.01, -0.02, 0.00], [0.00, -0.01, 0.01], [-0.03, 0.01, -0.05], [0.14, 0.07, 0.09], [-0.43, -0.18, -0.15], [-0.15, -0.02, -0.17], [0.09, -0.04, 0.14], [-0.10, 0.21, -0.23], [-0.10, -0.05, 0.05], [0.52, 0.31, 0.02], [-0.05, -0.21, 0.32], [0.05, 0.26, -0.52], [-0.54, -0.26, -0.10], [0.11, 0.07, -0.02], [0.08, 0.07, 0.02], [0.24, -0.35, 0.22], [-0.04, 0.13, -0.05], [-0.11, 0.08, -0.04], [0.01, 0.01, -0.01], [-0.01, -0.02, 0.01], [-0.01, 0.01, 0.02], [0.08, 0.05, -0.14], [-0.05, -0.02, 0.03], [-0.03, -0.05, 0.04], [-0.03, -0.04, -0.07], [0.02, 0.03, -0.03], [0.02, -0.41, -0.27], [0.16, -0.05, 0.15], [0.01, 0.00, 0.01], [0.00, -0.01, 0.00], [-0.01, 0.00, -0.01], [0.00, 0.01, 0.01], [0.00, 0.00, 0.01], [0.00, 0.02, 0.01]], "nbo_charge": [1.294, -0.628, -0.073, -0.268, -0.238, -0.269, -0.289, -0.178, 0.231, 0.232, 0.240, 0.256, 0.249, 0.245, 0.244, 0.250, -0.625, 0.783, -0.793, -0.275, -0.087, -0.054, -0.120, -0.086, 0.479, -0.770, 0.532, -0.387, -0.381, 0.535, -0.393, -0.379, 0.276, 0.271, -0.634, -0.034, -0.140, -0.259, 0.154, 0.158, -0.517, 0.054, 0.224, 0.231, 0.237, 0.226, 0.244, 0.233]}

Record 5
{"formula": "C22H48FN2O5S2", "method": "ωB97M-V/def2-TZVPD", "homo_energy_ev": -6.7, "total_energy_ev": -61198.52981, "lumo_ev": 2.184, "total_charge": -1, "homo_lumo_gap_ev": 8.90, "species": ["C", "C", "C", "F", "S", "O", "O", "N", "S", "O", "O", "O", "C", "N", "H", "H", "H", "H", "H", "H", "C", "C", "C", "C", "C", "C", "H", "H", "H", "H", "H", "H", "H", "H", "H", "H", "H", "H", "H", "H", "C", "C", "C", "C", "C", "C", "H", "H", "H", "H", "H", "H", "H", "H", "H", "H", "H", "H", "H", "H", "C", "C", "C", "C", "C", "C", "H", "H", "H", "H", "H", "H", "H", "H", "H", "H", "H", "H", "H", "H"], "xyz": [[0.2961, -3.9005, 0.4581], [-0.8202, -2.7899, 0.3283], [-2.1454, -3.5367, -0.0881], [-2.5039, -4.3469, 0.9736], [-3.4417, -2.3244, -0.5563], [-3.4386, -1.2649, 0.4326], [-3.0002, -1.7521, -1.8224], [-4.9313, -2.9887, -0.8550], [-5.6247, -3.6623, 0.4552], [-5.2401, -3.1236, 1.7347], [-7.0528, -3.5477, 0.2854], [-5.3484, -5.3675, 0.5334], [-4.6728, -5.7898, -0.5161], [-3.9172, -5.9319, -1.3528], [1.2883, -3.5421, 0.1364], [0.3120, -4.2231, 1.5152], [0.0255, -4.7661, -0.1749], [-0.4950, -2.0631, -0.4371], [-0.9348, -2.3097, 1.3134], [-1.8849, -4.1142, -0.9953], [0.7879, 1.3447, -0.6736], [0.6022, 0.7454, -2.0617], [1.6772, -0.2747, -2.4321], [3.1038, 0.2739, -2.5014], [3.3057, 1.4344, -3.4744], [3.0207, 1.0635, -4.9260], [1.7221, 1.9071, -0.5980], [-0.0296, 2.0311, -0.4466], [0.7916, 0.5643, 0.0908], [0.5602, 1.5469, -2.8058], [-0.3699, 0.2449, -2.0955], [1.4144, -0.7273, -3.3931], [1.6575, -1.0924, -1.7033], [3.7761, -0.5446, -2.7813], [3.4208, 0.5928, -1.5036], [4.3448, 1.7712, -3.3996], [2.6857, 2.2866, -3.1844], [3.6594, 0.2382, -5.2496], [3.2159, 1.9157, -5.5808], [1.9797, 0.7700, -5.0704], [6.3673, 7.4374, -3.0842], [5.4031, 7.5292, -4.2622], [3.9555, 7.7809, -3.8424], [3.3267, 6.6820, -2.9833], [3.3220, 5.2885, -3.6107], [2.5105, 5.2082, -4.8991], [6.1291, 6.5950, -2.4325], [7.3899, 7.2984, -3.4412], [6.3415, 8.3522, -2.4876], [5.4740, 6.6205, -4.8667], [5.7226, 8.3521, -4.9089], [3.3501, 7.9315, -4.7414], [3.9057, 8.7239, -3.2876], [2.2956, 6.9707, -2.7546], [3.8435, 6.6320, -2.0201], [2.8959, 4.5871, -2.8884], [4.3452, 4.9506, -3.7994], [1.4732, 5.5026, -4.7247], [2.5095, 4.1862, -5.2826], [2.9246, 5.8513, -5.6783], [-3.2237, -4.5422, 8.7460], [-2.9731, -3.3606, 7.8148], [-4.1795, -3.0063, 6.9464], [-4.6292, -4.1016, 5.9778], [-3.5606, -4.5798, 4.9957], [-3.0712, -3.4846, 4.0547], [-3.4290, -5.4578, 8.1887], [-2.3462, -4.7263, 9.3704], [-4.0708, -4.3442, 9.4074], [-2.0990, -3.5641, 7.1901], [-2.7174, -2.4874, 8.4236], [-3.9526, -2.0956, 6.3849], [-5.0235, -2.7532, 7.5982], [-5.4882, -3.7294, 5.4112], [-4.9962, -4.9629, 6.5468], [-3.9835, -5.3902, 4.3946], [-2.7104, -5.0100, 5.5364], [-3.8986, -3.0722, 3.4768], [-2.3409, -3.8892, 3.3530], [-2.5882, -2.6692, 4.6006]], "atomic_forces_ev_per_a": [[-0.75, 0.27, 0.12], [0.19, -1.02, -0.23], [1.53, 0.88, -0.05], [-0.22, 0.06, -0.59], [-0.08, 2.87, -1.06], [-0.30, -1.19, 0.80], [0.02, -1.57, -0.09], [1.23, -1.65, 2.10], [-2.53, 4.18, 0.29], [1.07, -1.33, -0.43], [0.51, -1.28, -0.79], [0.71, -0.42, -1.51], [-1.18, 1.31, 2.87], [1.11, -1.03, -1.85], [-0.40, -0.06, 0.30], [0.28, -0.07, -0.60], [0.27, 0.30, 0.33], [-0.59, -0.21, 0.34], [-0.24, 0.07, -0.60], [-0.70, -0.07, 0.49], [-0.02, 0.14, -0.07], [-0.10, -0.16, 0.10], [-0.01, 0.00, -0.13], [0.00, 0.02, 0.12], [0.10, -0.12, -0.06], [-0.03, 0.16, 0.02], [0.00, -0.02, 0.04], [0.03, -0.04, 0.06], [0.02, 0.02, 0.00], [0.03, -0.03, -0.02], [0.01, 0.04, -0.05], [0.02, -0.01, 0.02], [-0.02, 0.02, 0.00], [0.01, 0.03, -0.02], [-0.02, -0.01, -0.01], [-0.03, 0.05, 0.04], [-0.02, -0.03, 0.02], [-0.04, -0.02, 0.00], [0.00, -0.06, -0.05], [0.03, -0.03, -0.01], [0.07, -0.09, -0.12], [0.02, 0.12, 0.08], [-0.07, -0.02, -0.09], [0.08, -0.01, 0.08], [-0.15, 0.06, 0.00], [0.11, -0.11, -0.01], [0.00, 0.04, 0.02], [0.00, 0.01, 0.07], [-0.02, -0.03, 0.03], [-0.04, 0.01, 0.01], [-0.02, -0.05, -0.03], [-0.01, -0.01, 0.02], [0.03, -0.01, -0.01], [0.01, -0.02, -0.01], [-0.01, 0.02, -0.01], [0.07, 0.01, 0.01], [0.00, 0.01, 0.03], [0.02, 0.02, -0.03], [-0.06, 0.04, -0.02], [-0.04, 0.00, 0.00], [0.17, 0.00, -0.01], [-0.11, 0.03, 0.11], [0.02, 0.07, -0.09], [-0.03, -0.13, 0.06], [-0.01, 0.10, -0.08], [0.08, 0.01, 0.13], [-0.03, 0.02, 0.02], [-0.05, -0.04, 0.02], [-0.02, -0.03, -0.03], [-0.04, 0.01, -0.03], [0.03, 0.00, -0.04], [-0.01, -0.03, -0.02], [0.03, 0.00, 0.02], [0.04, 0.00, -0.03], [-0.01, 0.03, 0.02], [0.01, 0.00, 0.03], [-0.04, -0.04, 0.05], [0.15, -0.02, 0.01], [-0.05, 0.07, -0.03], [0.00, -0.02, 0.02]], "lowdin_charge": [-0.096, -0.186, -0.383, -0.026, 0.557, -0.327, -0.351, -0.277, 0.556, -0.303, -0.307, -0.120, -0.413, 0.171, 0.061, 0.070, 0.072, 0.096, 0.111, 0.120, -0.106, -0.261, -0.224, -0.228, -0.273, -0.109, 0.061, 0.072, 0.072, 0.099, 0.106, 0.104, 0.100, 0.107, 0.100, 0.104, 0.079, 0.074, 0.054, 0.070, -0.115, -0.274, -0.232, -0.227, -0.270, -0.099, 0.065, 0.067, 0.073, 0.098, 0.102, 0.100, 0.108, 0.110, 0.101, 0.093, 0.100, 0.079, 0.052, 0.067, -0.120, -0.276, -0.232, -0.227, -0.260, -0.102, 0.064, 0.064, 0.071, 0.098, 0.100, 0.102, 0.106, 0.113, 0.097, 0.106, 0.094, 0.053, 0.057, 0.068]}

Record 6
{"formula": "C3H8N", "method": "ωB97M-V/def2-TZVPD", "homo_energy_ev": [-12.6, -13.3], "total_energy_ev": -4718.34676, "de_lowest_kj_mol": 490.2, "lumo_ev": [-6.947, -6.134], "total_charge": 1, "homo_lumo_gap_ev": [5.64, 7.17], "species": ["C", "C", "C", "N", "H", "H", "H", "H", "H", "H", "H", "H"], "xyz": [[-1.4875, -0.2712, -0.6349], [1.6502, 0.6160, 0.6637], [1.5854, -0.3114, -0.3665], [-2.3941, -0.0738, 0.2209], [-1.6783, -0.6325, -1.5742], [2.0535, 1.6759, 0.5694], [1.5333, 0.4443, 1.7711], [0.5930, -0.0165, -0.8860], [1.3643, -1.3090, 0.0742], [2.3360, -0.4296, -1.0183], [-3.3916, -0.1234, 0.0304], [-2.1642, 0.4311, 1.1503]], "atomic_forces_ev_per_a": [[2.80, 0.84, 1.36], [2.46, 2.33, 1.62], [-2.84, -1.71, 4.25], [-0.41, 1.77, 2.07], [-1.52, -1.04, -2.17], [-0.67, -1.33, -0.58], [-0.76, -0.40, -1.37], [-1.00, 0.07, 0.18], [-0.07, 0.53, -0.53], [2.68, 0.55, -3.00], [-0.16, -0.29, 0.05], [-0.51, -1.31, -1.89]], "nbo_charge": [-0.003, 0.142, -0.770, -0.674, 0.158, 0.215, 0.223, 0.336, 0.260, 0.301, 0.406, 0.406]}